Arrangement A

This record from the Open Molecules 2025 dataset describes the molecule C3H9N5. The level of theory is ωB97M-V/def2-TZVPD.

Geometry as ORCA input:
```
! RIJCOSX wB97M-V def2-TZVPD def2/J DEFGRID3
* xyz 0 1
N -0.75 0.44 0.39
C 0.47 0.24 -0.97
C -0.62 -1.27 0.05
N -0.34 0.92 1.65
N 1.76 0.45 -0.47
N 0.20 1.00 -2.12
C -1.03 -2.15 0.96
N 0.04 -1.09 -1.06
H -1.65 0.83 0.14
H 0.43 1.58 1.54
H -0.01 0.12 2.19
H 1.97 -0.03 0.39
H 2.14 1.38 -0.53
H -0.61 0.68 -2.62
H 0.47 1.97 -2.12
H -1.84 -1.93 1.63
H -0.62 -3.15 0.95
*
```

For the orbital gap, the calculation gives 7.95 eV. For the LUMO energy, the calculation gives 0.612 eV.



Arrangement B

This record from the Open Molecules 2025 dataset describes the molecule C3H9N5. The level of theory is ωB97M-V/def2-TZVPD.

Geometry as ORCA input:
```
! RIJCOSX wB97M-V def2-TZVPD def2/J DEFGRID3
* xyz 0 1
H -0.73 -2.76 0.52
N -0.36 -2.83 -0.42
C 0.02 -1.69 -0.77
N 0.15 -1.39 -2.10
N 0.26 -0.64 0.16
N 0.50 -0.88 1.48
C -0.09 0.64 -0.13
N 0.11 1.52 0.74
C -0.07 2.94 0.73
H 1.08 -0.99 -2.46
H -0.08 -2.25 -2.69
H -0.27 -0.48 2.03
H 0.49 -1.90 1.75
H -0.53 0.83 -1.02
H -1.16 3.16 0.50
H 0.09 3.35 1.71
H 0.58 3.38 -0.01
*
```

For the orbital gap, the calculation gives 9.03 eV. For the LUMO energy, the calculation gives 0.852 eV. As for the SMILES: [H]/N=C(/N)N(N)/C=N/C.



Order of stability, best first: arrangement B, arrangement A



Arrangement A

This record from the Open Molecules 2025 dataset describes the molecule C3H9N5. The level of theory is ωB97M-V/def2-TZVPD.

Geometry as ORCA input:
```
! RIJCOSX wB97M-V def2-TZVPD def2/J DEFGRID3
* xyz 0 1
H -0.87 -2.48 -0.82
N -0.22 -1.59 -0.60
C -1.01 -0.62 -0.20
N -2.32 -0.63 0.29
C -0.46 0.99 -0.12
N -1.36 1.76 0.03
H -1.05 2.76 0.05
N 0.78 1.11 -0.69
N 1.61 0.06 -0.58
C 1.92 -0.41 0.79
H -2.53 0.35 0.52
H -3.22 -0.99 -0.31
H 1.40 1.83 -0.51
H 1.25 -0.67 -1.11
H 2.69 -1.14 0.79
H 2.44 0.46 1.26
H 0.93 -0.81 1.21
*
```

For the orbital gap, the calculation gives 9.42 eV. For the LUMO energy, the calculation gives 0.993 eV. As for the SMILES: [H]/N=C(N)/C(=N/[H])NNC.



Arrangement B

This record from the Open Molecules 2025 dataset describes the molecule C3H9N5. The level of theory is ωB97M-V/def2-TZVPD.

Geometry as ORCA input:
```
! RIJCOSX wB97M-V def2-TZVPD def2/J DEFGRID3
* xyz 0 1
N -0.33 -1.57 2.06
N 0.26 -1.51 0.72
C 0.12 -0.45 0.06
N 0.43 -0.78 -1.34
N -0.72 -0.76 -2.14
C -0.29 0.93 0.32
C 0.75 1.86 -0.22
N 0.51 1.48 1.30
H 0.24 -2.06 2.76
H -0.32 -0.42 2.50
H 0.47 -1.92 -0.97
H -0.36 -0.82 -3.20
H -1.36 -1.49 -2.13
H -1.20 1.31 0.10
H 1.59 1.19 -0.71
H 0.18 2.72 -0.83
H 0.02 2.26 1.72
*
```

For the orbital gap, the calculation gives 9.67 eV. For the LUMO energy, the calculation gives 0.934 eV. As for the SMILES: N/N=C(/NN)[C@@H]1CN1.



Order of stability, best first: arrangement A, arrangement B



Arrangement A

This record from the Open Molecules 2025 dataset describes a structure of composition C3H9N5. The level of theory is ωB97M-V/def2-TZVPD.

Geometry as ORCA input:
```
! RIJCOSX wB97M-V def2-TZVPD def2/J DEFGRID3
* xyz 0 1
C -0.13 0.57 -0.14
C -0.73 -0.31 0.81
C -0.64 -1.59 0.41
H 2.14 0.18 -1.74
H 0.89 -0.71 -2.93
H 0.28 1.55 -1.87
H -1.10 0.13 1.71
H -0.11 -1.97 -0.43
H -0.36 -3.75 0.55
H -0.71 -2.99 2.39
H 0.44 3.20 1.21
H 0.26 1.86 2.51
N 1.18 -0.24 -2.04
N 0.04 0.59 -1.68
N -0.51 -2.79 1.23
N 0.33 1.66 0.06
N 0.00 2.28 1.31
*
```

For the orbital gap, the calculation gives 8.55 eV. For the LUMO energy, the calculation gives 0.704 eV.



Arrangement B

This record from the Open Molecules 2025 dataset describes a structure of composition C3H9N5. The level of theory is ωB97M-V/def2-TZVPD.

Geometry as ORCA input:
```
! RIJCOSX wB97M-V def2-TZVPD def2/J DEFGRID3
* xyz 0 1
C 0.64 0.98 1.04
C -0.36 0.28 -0.04
C 0.54 -0.07 -1.22
H 0.02 0.78 2.11
H 1.75 0.64 1.05
H 0.74 2.05 1.13
H -3.39 0.58 0.35
H -1.94 1.40 1.75
H -0.64 0.39 -2.46
H 2.05 -1.23 -1.54
H 1.39 -1.86 1.06
H 0.40 -2.53 -0.49
N -1.49 0.43 -0.28
N -2.32 0.81 0.63
N 0.28 -0.01 -2.47
N 1.54 -0.91 -0.77
N 0.79 -1.73 0.16
*
```

For the orbital gap, the calculation gives 8.79 eV. For the LUMO energy, the calculation gives 0.629 eV.



Order of stability, best first: arrangement B, arrangement A



Arrangement A

This record from the Open Molecules 2025 dataset describes a structure of composition C21H42BCrF3N3O7SSbSi3. The level of theory is ωB97M-V/def2-TZVPD.

Geometry as ORCA input:
```
! RIJCOSX wB97M-V def2-TZVPD def2/J DEFGRID3
* xyz 0 5
Cr -0.43 1.17 0.78
C -4.51 0.49 4.09
O -3.72 0.12 2.98
C -2.40 0.36 2.95
O -1.75 -0.06 2.00
N -1.83 0.93 4.04
N -0.44 1.11 3.97
H -5.49 0.05 3.89
H -4.61 1.57 4.17
H -4.12 0.08 5.02
H -2.37 1.56 4.62
H -0.02 0.80 4.85
H -0.16 2.10 3.80
F 1.50 4.34 2.41
C 1.08 3.24 3.12
F 2.21 2.89 3.86
F 1.16 2.18 2.06
S -0.76 3.83 1.12
O -0.83 3.87 -0.64
O -1.53 4.99 1.50
O -1.63 2.59 1.36
O -1.65 1.20 -1.95
B -1.60 0.55 -0.74
O -2.45 -0.56 -0.76
C -3.06 -0.54 -1.98
C -4.00 -1.40 -2.52
C -4.41 -1.14 -3.82
C -3.91 -0.08 -4.55
C -2.96 0.79 -4.02
C -2.56 0.54 -2.72
H -4.38 -2.24 -1.96
H -5.15 -1.79 -4.27
H -4.25 0.08 -5.56
H -2.55 1.61 -4.57
C 3.74 1.29 -0.02
Si 3.36 -0.32 0.92
C 4.54 -1.75 0.41
C 3.37 -0.25 2.84
Sb 0.86 -0.85 0.09
Si 0.02 -3.00 1.31
C -0.13 -2.56 3.17
C -1.69 -3.56 0.65
C 1.36 -4.36 1.11
Si 1.20 -1.62 -2.42
C -0.30 -2.75 -2.86
C 1.26 -0.03 -3.49
C 2.78 -2.67 -2.78
H 4.50 1.90 0.47
H 2.82 1.88 -0.08
H 4.07 1.09 -1.04
H 5.54 -1.56 0.79
H 4.60 -1.86 -0.66
H 4.21 -2.70 0.82
H 4.38 -0.12 3.22
H 2.98 -1.17 3.27
H 2.78 0.58 3.21
H -1.03 -1.96 3.32
H 0.71 -1.96 3.50
H -0.20 -3.43 3.81
H -2.31 -2.68 0.50
H -2.19 -4.21 1.36
H -1.61 -4.09 -0.29
H 2.19 -4.18 1.78
H 1.76 -4.37 0.10
H 0.97 -5.34 1.32
H -1.18 -2.48 -2.28
H -0.08 -3.80 -2.67
H -0.57 -2.67 -3.91
H 0.46 0.64 -3.19
H 1.14 -0.24 -4.55
H 2.20 0.50 -3.35
H 2.96 -3.40 -1.99
H 3.66 -2.06 -2.87
H 2.66 -3.22 -3.71
C 0.81 5.28 -2.32
C 1.05 3.78 -2.19
C 0.23 3.17 -1.07
N 0.54 2.06 -0.57
H 1.47 5.70 -3.08
H 1.00 5.77 -1.37
H -0.22 5.48 -2.60
H 2.10 3.57 -1.99
H 0.78 3.26 -3.11
*
```

For the orbital gap (spin up / spin down), the calculation gives 8.09 / 4.89 eV. As for the expectation value of S²: 6.05. For the LUMO energy (spin up / spin down), the calculation gives 0.419 / -2.763 eV.



Arrangement B

This record from the Open Molecules 2025 dataset describes a structure of composition C21H42BCrF3N3O7SSbSi3. The level of theory is ωB97M-V/def2-TZVPD.

Geometry as ORCA input:
```
! RIJCOSX wB97M-V def2-TZVPD def2/J DEFGRID3
* xyz 0 5
Cr 1.01 0.65 -0.54
C 1.84 1.28 -5.19
O 2.00 0.38 -4.08
C 0.94 -0.09 -3.43
O 1.10 -0.75 -2.42
N -0.29 0.17 -3.97
N -1.41 -0.32 -3.28
H 2.84 1.54 -5.50
H 1.34 2.20 -4.87
H 1.30 0.80 -6.00
H -0.39 1.00 -4.52
H -2.06 -0.71 -3.95
H -1.85 0.44 -2.76
F 3.07 3.18 0.54
C 3.37 3.78 -0.63
F 2.62 4.87 -0.74
F 4.65 4.14 -0.59
S 3.08 2.59 -2.01
O 3.29 3.33 -3.21
O 1.64 2.22 -1.80
O 3.99 1.53 -1.67
O -1.15 3.00 0.42
B -0.83 2.00 -0.51
O -1.77 2.11 -1.58
C -2.60 3.17 -1.28
C -3.67 3.66 -1.99
C -4.35 4.75 -1.43
C -3.96 5.29 -0.21
C -2.88 4.77 0.50
C -2.22 3.70 -0.06
H -3.96 3.24 -2.94
H -5.19 5.17 -1.96
H -4.51 6.13 0.19
H -2.57 5.18 1.45
C 1.94 -2.58 3.13
Si 0.42 -1.49 3.20
C -0.81 -2.23 4.41
C 0.92 0.21 3.79
Sb -0.52 -1.23 0.84
Si -3.07 -1.03 0.97
C -3.56 0.69 1.50
C -3.74 -1.36 -0.75
C -3.75 -2.28 2.19
Si -0.10 -3.54 -0.17
C -1.01 -3.63 -1.80
C 1.74 -3.64 -0.49
C -0.67 -4.92 0.96
H 2.45 -2.51 4.09
H 2.63 -2.25 2.35
H 1.68 -3.62 2.95
H -0.28 -2.50 5.33
H -1.28 -3.13 4.01
H -1.59 -1.51 4.67
H 1.42 0.14 4.75
H 0.04 0.86 3.91
H 1.59 0.70 3.08
H -3.35 1.42 0.72
H -3.05 1.01 2.42
H -4.64 0.71 1.69
H -4.31 -0.49 -1.08
H -4.42 -2.22 -0.75
H -2.96 -1.55 -1.48
H -3.46 -2.05 3.21
H -3.41 -3.30 1.96
H -4.84 -2.27 2.13
H -0.89 -2.70 -2.36
H -2.07 -3.84 -1.67
H -0.58 -4.45 -2.40
H 2.09 -2.72 -0.96
H 1.94 -4.47 -1.18
H 2.32 -3.82 0.42
H -1.75 -4.91 1.07
H -0.23 -4.84 1.96
H -0.38 -5.89 0.55
C 5.70 0.89 2.15
C 5.44 -0.12 1.02
C 4.03 -0.15 0.65
N 2.93 -0.18 0.35
H 6.76 0.89 2.40
H 5.14 0.63 3.04
H 5.42 1.89 1.84
H 5.74 -1.13 1.30
H 5.99 0.16 0.12
*
```

For the orbital gap (spin up / spin down), the calculation gives 8.19 / 7.97 eV. As for the expectation value of S²: 6.06. For the LUMO energy (spin up / spin down), the calculation gives 0.522 / 0.523 eV.



Order of stability, best first: arrangement B, arrangement A